# C6H13ClF6N3O11S2

A molecular structure, C6H13ClF6N3O11S2 (the ωB97M-V functional and the def2-TZVPD basis, the Open Molecules 2025 dataset).

XYZ file:
```
42
Properties=species:S:1:pos:R:3:forces:R:3
O -0.3871 -0.3843 -0.0169 0.8 -14.9 5.6
H 0.5519 -0.4183 0.1800 -2.2 -1.9 0.2
H -0.8799 0.1768 0.5863 1.1 -2.8 2.6
H -0.4574 -0.1684 -0.9496 0.7 -1.2 6.0
C -0.8809 -2.6584 -1.5979 -1.5 0.1 -1.3
F 0.3639 -2.7346 -1.2601 1.8 0.4 0.3
F -1.1325 -3.8130 -2.2807 -0.3 0.9 -0.2
F -1.6328 -2.6581 -0.5271 -0.6 0.0 0.1
S -1.3006 -1.0808 -2.7996 -2.3 -1.8 -0.4
O -0.6916 -1.3828 -4.0992 -0.1 0.2 2.3
O -2.7848 -0.9724 -2.8099 3.2 -0.1 0.6
N -0.5526 0.1591 -1.8359 -3.1 1.8 -19.6
S -0.3025 1.3209 -2.8574 0.1 4.7 -0.1
O -0.9542 1.2666 -4.1669 1.6 -0.5 1.4
O -0.6059 2.5775 -2.1479 1.2 -1.3 -0.6
C 1.7158 1.2217 -2.9219 -1.8 1.3 1.0
F 2.2151 1.1722 -1.6643 -0.3 -0.2 -1.8
F 2.0745 0.2087 -3.6574 0.4 -1.2 -0.1
F 2.2274 2.3111 -3.4563 0.0 0.9 -0.6
Cl -0.0037 -0.2674 3.3448 -7.1 3.1 8.6
O 0.7476 0.8455 2.8297 0.3 0.3 0.0
O -0.7484 -0.9461 2.3561 0.5 -1.9 -1.7
O 0.7700 -1.1263 4.2433 0.4 0.2 -1.4
O -1.1006 0.2523 4.1644 1.6 0.3 1.2
O -1.5213 0.9302 0.2786 -8.3 10.5 -1.9
C -1.8148 1.7855 1.0651 -4.6 -2.9 5.2
N -1.6526 3.0338 0.9993 2.1 4.3 -2.5
C -2.5304 1.3886 2.3389 -0.9 0.4 0.1
H -2.1704 3.7639 1.4673 0.4 -0.5 0.1
H -1.0657 3.1971 0.1937 -0.1 1.3 -0.4
H -2.7382 0.3286 2.4852 0.6 0.2 -0.2
H -3.5270 1.8299 2.3472 -0.1 0.5 -0.2
H -1.9557 1.8263 3.1551 -0.4 -0.3 0.1
O 1.4385 0.1313 0.2284 11.3 3.1 1.5
C 2.1662 -0.7593 0.7173 0.9 -0.3 0.9
N 1.7927 -1.2543 1.8793 1.0 -1.1 -0.2
C 3.3101 -1.4440 0.0496 0.7 0.2 -1.7
H 2.1426 -2.0347 2.4167 0.4 0.1 -0.5
H 1.0170 -0.7864 2.3258 3.4 -1.8 -3.3
H 3.3906 -1.1212 -0.9884 -0.5 0.0 -0.2
H 3.1447 -2.5209 0.0192 0.2 0.0 0.3
H 4.3233 -1.1955 0.3657 -0.2 -0.1 0.9
```
Positions in Å, forces in eV/Å.

For the HOMO-LUMO gap, the calculation gives 9.104 eV. Its charge is -1. The highest occupied orbital energy is -0.23154 Ha.